[1]
The following is a quantum chemistry calculation of a cluster of 2 separate species, C6H13N2O in total in a non-equilibrium geometry, from the Open Molecules 2025 dataset.

E: -420.82463 hartree
LUMO energy: -2.96 eV
ΔE to the lowest compared entry with this formula, charge and spin: 3.493 eV
Kohn-Sham gap: 0.4109 Eh
M: 129.18 g/mol

Geometry as ORCA input:
```
! RIJCOSX wB97M-V def2-TZVPD def2/J DEFGRID3
* xyz 1 1
C -0.51 0.93 3.59
C 1.12 -0.74 -1.10
C -0.43 -0.50 -1.06
C -0.15 0.24 0.27
C 1.33 0.11 0.09
C -1.01 0.53 -2.10
N -0.46 1.86 4.23
N -0.63 -0.55 1.43
O 1.96 -0.57 1.18
H 1.80 1.07 -0.05
H 1.34 -1.71 -0.76
H 1.65 -0.49 -2.03
H -1.06 -1.36 -1.22
H -0.59 1.15 0.24
H -0.34 1.40 -2.15
H -1.99 0.81 -1.82
H -0.94 0.21 -3.13
H -0.60 2.79 4.47
H -1.46 -0.95 1.02
H -0.63 0.15 2.38
H -0.08 -1.39 1.66
H 2.97 -0.55 1.03
*
```

[2]
The following is a quantum chemistry calculation of a cluster of 5 separate species, C8H24FO4 in total in a non-equilibrium geometry, from the Open Molecules 2025 dataset.

E: -720.04714 hartree
LUMO energy: 3.38 eV
ΔE to the lowest compared entry with this formula, charge and spin: 1.337 eV
Kohn-Sham gap: 0.3397 Eh
M: 203.27 g/mol

Geometry as ORCA input:
```
! RIJCOSX wB97M-V def2-TZVPD def2/J DEFGRID3
* xyz -1 1
F -8.86 -14.38 6.74
C -6.18 -10.45 6.95
C -7.15 -11.63 6.93
O -8.41 -11.19 7.35
H -6.20 -9.90 6.00
H -5.17 -10.85 6.98
H -6.30 -9.78 7.79
H -6.76 -12.41 7.58
H -7.11 -12.08 5.94
H -8.30 -10.61 8.11
C -6.24 -14.91 11.25
C -6.58 -15.03 9.78
O -7.86 -14.46 9.53
H -5.20 -15.19 11.42
H -6.90 -15.57 11.83
H -6.27 -13.87 11.56
H -6.53 -16.07 9.46
H -5.88 -14.43 9.20
H -8.10 -14.61 8.62
C -4.54 -16.70 6.44
C -5.90 -16.10 5.97
O -6.10 -14.79 6.45
H -4.45 -16.70 7.52
H -3.75 -16.10 5.99
H -4.46 -17.74 6.12
H -6.78 -16.64 6.34
H -5.92 -16.18 4.88
H -7.04 -14.63 6.45
C -10.13 -18.85 7.85
C -9.62 -17.38 7.84
O -10.00 -16.80 6.58
H -9.72 -19.51 8.62
H -9.77 -19.40 6.98
H -11.21 -18.97 7.89
H -8.53 -17.29 7.78
H -9.98 -16.76 8.66
H -9.54 -15.96 6.59
*
```

| no. | HOMO (eV) |
| --- | --- |
| 1 | -14.14 |
| 2 | -5.87 |